63
Properties=species:S:1:pos:R:3:forces:R:3 method="wB97M-V/def2-TZVPD" charge=0
C -6.885 -1.096 -1.923 0.076 0.107 0.401
C -7.046 -1.082 -0.407 -0.220 -0.282 -0.345
H -8.080 -0.838 -0.146 0.152 -0.111 0.009
H -6.804 -2.061 0.024 -0.041 0.110 0.032
O -6.282 -0.062 0.211 0.145 0.222 0.119
C -4.951 -0.214 0.382 0.366 0.110 0.120
C -4.288 0.887 0.940 -0.288 -0.096 -0.113
C -2.938 0.844 1.179 0.109 -0.273 -0.105
C -2.181 -0.299 0.871 -0.593 -0.102 -0.145
C -2.853 -1.392 0.316 0.278 0.292 0.162
C -4.210 -1.355 0.074 -0.466 -0.039 -0.083
H -4.681 -2.226 -0.352 -0.080 -0.052 -0.054
H -2.307 -2.288 0.070 -0.094 -0.089 -0.050
C -0.772 -0.278 1.134 1.078 -0.418 0.120
C 0.185 -1.208 0.911 -0.897 0.325 -0.052
C 1.587 -0.914 1.224 -0.033 0.652 0.518
O 2.005 0.126 1.693 0.033 -0.102 0.009
N 2.388 -1.992 0.921 0.186 -0.021 0.067
C 1.780 -3.089 0.396 -0.194 -0.418 0.005
S 2.517 -4.492 0.023 -0.189 -0.074 -0.101
S 0.055 -2.811 0.231 0.137 -0.129 -0.032
C 3.827 -1.911 1.053 0.587 0.030 0.026
C 4.493 -1.590 -0.285 -0.183 0.102 0.075
C 4.029 -0.245 -0.843 0.019 -0.359 -0.043
C 2.624 -0.337 -1.430 0.304 0.431 0.052
O 2.207 -1.331 -1.995 0.001 -0.377 -0.264
N 1.903 0.791 -1.301 -0.049 0.269 -0.127
H 2.215 1.551 -0.714 0.068 -0.193 0.076
C 0.566 0.955 -1.814 -0.200 0.057 -0.197
C 0.440 2.203 -2.699 0.122 -0.004 0.218
C 1.233 3.399 -2.152 -0.111 -0.083 -0.177
N 1.194 3.476 -0.701 0.025 0.180 -0.011
C -0.088 3.924 -0.184 0.017 -0.061 0.360
H -0.880 3.280 -0.569 -0.072 0.000 -0.009
C -0.061 3.842 1.344 -0.292 -0.065 -0.254
O 0.972 4.628 1.883 -0.063 0.155 0.081
C 2.215 4.205 1.374 0.340 0.053 -0.272
C 2.247 4.316 -0.151 -0.016 0.017 0.381
H 3.215 3.973 -0.523 0.008 0.013 -0.011
H 2.115 5.374 -0.439 0.050 -0.052 -0.014
H 2.970 4.850 1.826 0.006 -0.077 -0.039
H 2.399 3.159 1.665 0.035 0.071 -0.019
H -0.993 4.221 1.768 0.010 -0.078 -0.040
H 0.085 2.793 1.643 -0.059 0.053 -0.015
H -0.300 4.965 -0.487 -0.015 -0.074 -0.023
H 2.281 3.283 -2.440 -0.044 0.044 0.010
H 0.862 4.327 -2.622 0.116 -0.012 0.036
H -0.618 2.451 -2.788 -0.053 -0.001 -0.079
H 0.815 1.987 -3.700 -0.057 0.014 -0.060
H 0.323 0.055 -2.385 -0.051 0.087 0.145
H -0.131 1.032 -0.972 0.035 -0.045 -0.116
H 4.065 0.524 -0.070 0.033 0.084 -0.029
H 4.692 0.052 -1.660 -0.041 0.064 -0.002
H 5.573 -1.585 -0.135 0.020 -0.019 -0.002
H 4.245 -2.372 -1.007 0.108 0.026 0.041
H 4.026 -1.120 1.782 -0.021 -0.138 -0.056
H 4.189 -2.870 1.432 -0.098 0.143 0.013
H -0.394 0.632 1.589 0.090 0.006 -0.020
H -2.444 1.704 1.610 0.069 0.091 0.066
H -4.870 1.763 1.179 -0.066 0.104 0.029
H -5.856 -1.308 -2.205 0.056 -0.039 -0.075
H -7.159 -0.127 -2.332 -0.034 0.062 -0.059
H -7.532 -1.856 -2.352 -0.059 -0.091 -0.076

62
Properties=species:S:1:pos:R:3:forces:R:3 method="wB97M-V/def2-TZVPD" charge=0 smiles="CCOc1cc(CNc2ccc(N(C)C)cc2)cc(Br)c1OCC(=O)NC(C)(C)C"
C 3.385 -1.254 -0.384 -0.383 -0.038 -0.148
C 1.961 -1.764 -0.537 0.301 -0.050 0.454
O 1.518 -1.404 -1.838 -0.113 0.078 -0.416
C 0.186 -1.306 -2.072 -0.193 0.055 -0.144
C -0.765 -1.958 -1.293 0.137 -0.044 -0.068
C -2.125 -1.821 -1.516 0.047 0.131 -0.123
C -2.555 -1.029 -2.571 0.093 -0.038 0.108
C -1.614 -0.400 -3.360 0.156 0.191 -0.215
C -0.242 -0.508 -3.148 -0.139 -0.088 0.016
O 0.556 0.166 -4.029 -0.026 -0.367 0.013
C 1.759 0.745 -3.560 0.547 0.077 0.185
C 1.529 1.637 -2.333 -0.103 -0.311 -0.581
O 2.345 1.719 -1.436 0.305 0.081 0.274
N 0.350 2.275 -2.378 -0.364 0.309 -0.176
H -0.207 2.172 -3.214 0.052 -0.160 0.012
C -0.228 3.089 -1.309 0.087 0.141 0.304
C 0.665 4.305 -1.055 -0.067 -0.171 -0.007
H 0.740 4.913 -1.953 -0.007 0.089 -0.092
H 0.254 4.912 -0.253 -0.068 0.110 0.110
H 1.661 3.975 -0.773 0.072 0.021 0.035
C -0.340 2.233 -0.044 0.044 0.074 -0.164
H -0.798 2.809 0.756 -0.086 0.093 0.137
H 0.649 1.913 0.271 0.058 -0.047 0.083
H -0.947 1.350 -0.235 -0.084 -0.106 -0.025
C -1.614 3.528 -1.778 0.226 -0.121 0.068
H -2.248 2.663 -1.962 -0.090 -0.118 -0.038
H -2.086 4.143 -1.017 -0.032 0.074 0.084
H -1.543 4.109 -2.695 -0.009 0.090 -0.121
H 2.121 1.354 -4.394 -0.033 -0.035 0.113
H 2.509 -0.011 -3.313 -0.142 0.248 0.003
Br -2.173 0.741 -4.774 -0.170 -0.072 0.078
H -3.606 -0.892 -2.769 -0.119 0.043 -0.038
C -3.153 -2.484 -0.618 -0.052 0.064 -0.018
N -2.637 -3.105 0.575 -0.032 -0.454 -0.140
C -1.836 -2.391 1.463 0.122 0.014 0.409
C -0.940 -3.073 2.284 -0.239 0.037 -0.242
C -0.118 -2.403 3.168 0.179 0.210 0.064
C -0.158 -1.012 3.275 -0.217 -0.141 -0.129
C -1.092 -0.338 2.483 0.138 -0.067 0.028
C -1.906 -1.005 1.593 -0.052 -0.168 -0.084
H -2.604 -0.437 0.998 -0.073 0.076 -0.097
H -1.192 0.733 2.571 -0.008 0.120 0.027
N 0.632 -0.296 4.177 0.082 0.152 0.355
C 1.348 0.862 3.686 0.024 0.030 0.015
H 2.338 0.588 3.293 0.029 0.018 -0.051
H 1.488 1.572 4.504 0.042 0.046 -0.059
H 0.793 1.351 2.893 0.021 0.062 -0.013
C 1.387 -1.031 5.161 -0.114 0.047 -0.042
H 2.264 -1.546 4.741 0.024 -0.047 -0.006
H 1.738 -0.327 5.916 0.035 -0.052 0.014
H 0.742 -1.761 5.648 0.050 -0.052 0.052
H 0.573 -2.981 3.761 0.083 -0.019 0.083
H -0.875 -4.151 2.214 0.005 -0.102 -0.001
H -2.310 -4.051 0.434 -0.071 0.120 0.005
H -3.685 -3.253 -1.189 -0.011 0.098 0.112
H -3.896 -1.731 -0.330 -0.011 -0.084 -0.113
H -0.419 -2.586 -0.490 0.042 -0.019 0.091
H 1.923 -2.856 -0.420 -0.094 0.133 0.005
H 1.311 -1.304 0.219 -0.020 -0.064 -0.082
H 4.034 -1.726 -1.117 0.115 -0.069 -0.048
H 3.401 -0.178 -0.541 0.036 0.036 0.020
H 3.749 -1.481 0.614 0.070 -0.065 0.122

We obtain energy relative to the best compared isomer or geometry (same formula, charge and spin) values of 0.0; 0.0 kJ/mol for the records listed above, in that order.